Computed, not measured: one molecule with the formula C4H6O2 in a non-equilibrium geometry, with the ωB97M-V functional and the def2-TZVPD basis.

Geometry as XYZ:
```
12
Properties=species:S:1:pos:R:3:forces:R:3
O -1.298 0.033 -2.420 -0.128 -0.703 1.167
C -0.869 -0.189 -1.303 0.901 0.571 0.350
C 0.473 0.465 -0.830 0.028 -0.020 -0.022
C 0.381 0.563 0.679 0.520 -0.193 0.495
C -0.197 -0.687 1.154 -1.928 -0.714 -1.763
O -1.358 -0.994 -0.361 1.032 0.727 1.696
H 1.251 -0.246 -1.133 -0.009 0.157 0.010
H 0.653 1.421 -1.331 -0.103 -0.298 0.070
H 1.264 0.357 1.334 0.636 1.240 -0.794
H -0.121 1.473 1.031 0.029 -0.395 -0.050
H -0.593 -0.625 2.190 -0.731 -0.442 -1.061
H 0.416 -1.570 0.988 -0.246 0.070 -0.099
```
Forces are in eV/Å.

Computed properties:
gap between HOMO and LUMO: 9.82 eV
HOMO: -9.7 eV
lowest unoccupied orbital energy: 0.006 Eh
charge: 0
ΔE to the lowest compared entry with this formula, charge and spin: 203.6 kJ/mol